w.
2 unconnected molecules or ions with the total composition C4H14NS2. Source: the OMol25 dataset; level of theory: the ωB97M-V functional and the def2-TZVPD basis.

Each line ends with the natural charge from an NBO analysis.
Geometry (Å):
C -0.777 -1.503 -0.341  -0.25
C -1.454 -0.423 -1.133  -0.54
S -1.730 -1.036 -2.915  -0.02
N -0.862 -1.219 1.171  -0.72
H 0.284 -1.640 -0.575  0.24
H -1.230 -2.479 -0.569  0.24
H -0.839 0.523 -1.286  0.25
H -2.481 -0.199 -0.788  0.23
H -1.174 0.058 -3.448  0.14
H -0.541 -2.049 1.659  0.43
H -1.831 -1.077 1.447  0.43
H -0.170 -0.416 1.415  0.43
C 2.745 1.588 0.570  -0.73
S 1.055 1.157 1.092  0.14
C 1.358 1.208 2.893  -0.74
H 3.383 0.675 0.656  0.23
H 3.209 2.332 1.252  0.25
H 2.692 1.944 -0.474  0.25
H 0.476 0.801 3.435  0.23
H 2.303 0.632 3.077  0.23
H 1.507 2.275 3.227  0.25

## Properties
Total charge: +1
LUMO, Eh: -0.1211
2S+1: 1

---

x.
2 unconnected molecules or ions with the total composition C4H14NS2. Source: the OMol25 dataset; level of theory: the ωB97M-V functional and the def2-TZVPD basis.

Each line ends with the natural charge from an NBO analysis.
Geometry (Å):
C 0.364 2.957 2.516  -0.64
C -0.377 1.984 1.621  -0.03
C -1.367 2.636 0.676  -0.64
N 0.646 1.225 0.783  -0.68
H 1.139 2.502 3.125  0.23
H 0.804 3.762 1.927  0.22
H -0.372 3.416 3.179  0.26
H -0.872 1.215 2.217  0.23
H -0.868 3.362 0.038  0.22
H -2.155 3.142 1.229  0.26
H -1.829 1.889 0.032  0.23
H 1.290 0.719 1.393  0.44
H 0.223 0.537 0.149  0.45
H 1.177 1.905 0.237  0.43
C 1.184 -1.135 -2.394  -0.74
S -0.440 -1.503 -1.679  0.11
S 0.025 -2.149 0.218  -0.19
H 1.754 -0.443 -1.780  0.20
H 0.977 -0.657 -3.350  0.25
H 1.737 -2.054 -2.558  0.24
H 0.552 -3.348 -0.068  0.16

## Properties
Total charge: +1
LUMO, Eh: -0.1181
2S+1: 1

---

x is preferred energetically. Next in line: 99.0 kJ/mol higher.

---

w.
8 unconnected molecules or ions with the total composition C16H32Br16. Source: the OMol25 dataset; level of theory: the ωB97M-V functional and the def2-TZVPD basis.

Each line ends with the natural charge from an NBO analysis.
Geometry (Å):
Br -0.817 6.704 -1.576  -0.01
C -2.394 5.531 -1.757  -0.46
C -1.958 4.158 -2.429  -0.40
Br -0.629 3.228 -1.174  -0.05
H -3.216 6.023 -2.277  0.23
H -2.798 5.391 -0.755  0.24
H -1.417 4.318 -3.362  0.23
H -2.845 3.549 -2.607  0.22
Br -2.366 -3.996 -0.421  -0.01
C -2.857 -5.591 -1.520  -0.44
C -1.663 -6.104 -2.370  -0.41
Br -2.220 -7.750 -3.364  -0.04
H -3.704 -5.336 -2.157  0.22
H -3.180 -6.393 -0.856  0.22
H -0.920 -6.475 -1.664  0.23
H -1.328 -5.388 -3.120  0.23
Br -2.386 -2.943 5.754  -0.03
C -2.087 -1.324 4.671  -0.44
C -0.692 -0.868 4.825  -0.43
Br -0.469 0.659 3.605  -0.03
H -2.760 -0.551 5.043  0.23
H -2.337 -1.631 3.656  0.24
H 0.139 -1.547 4.636  0.24
H -0.617 -0.418 5.815  0.22
Br -2.597 3.776 1.570  -0.04
C -4.157 2.525 1.416  -0.42
C -4.673 2.801 0.035  -0.42
Br -6.203 1.490 -0.299  -0.03
H -4.900 2.780 2.171  0.22
H -3.839 1.491 1.543  0.25
H -3.847 2.700 -0.669  0.22
H -4.953 3.855 0.018  0.22
Br 1.596 0.634 -6.164  -0.05
C 2.745 1.955 -5.152  -0.41
C 2.105 2.111 -3.787  -0.45
Br 2.225 0.479 -2.675  -0.03
H 2.644 2.910 -5.668  0.23
H 3.761 1.571 -5.059  0.23
H 1.065 2.439 -3.768  0.24
H 2.591 2.933 -3.261  0.23
Br 2.984 -4.798 1.738  -0.02
C 3.718 -3.742 3.262  -0.45
C 3.482 -2.260 3.094  -0.42
Br 3.203 -1.521 4.944  -0.05
H 4.779 -3.957 3.391  0.22
H 3.320 -4.190 4.173  0.24
H 2.529 -2.009 2.629  0.24
H 4.288 -1.775 2.544  0.23
Br 6.397 2.802 -0.762  0.00
C 5.315 1.227 -0.386  -0.46
C 3.914 1.659 0.032  -0.41
Br 2.882 0.090 0.804  -0.04
H 5.803 0.581 0.343  0.23
H 5.298 0.659 -1.317  0.23
H 3.422 2.168 -0.797  0.23
H 4.008 2.370 0.852  0.22
Br -2.446 -0.606 0.537  -0.05
C -0.647 -0.139 -0.083  -0.45
C 0.001 -1.436 -0.498  -0.43
Br 0.396 -2.562 1.128  -0.02
H -0.175 0.388 0.747  0.25
H -0.891 0.504 -0.928  0.25
H 0.961 -1.273 -0.988  0.23
H -0.585 -1.869 -1.309  0.24

## Properties
Structure (SMILES): BrCCBr.BrCCBr.BrCCBr.BrCCBr.BrCCBr.BrCCBr.BrCCBr.BrCCBr
LUMO, Eh: 0.0020
2S+1: 1

---

x.
8 unconnected molecules or ions with the total composition C16H32Br16. Source: the OMol25 dataset; level of theory: the ωB97M-V functional and the def2-TZVPD basis.

Each line ends with the natural charge from an NBO analysis.
Geometry (Å):
Br -17.313 -4.879 -29.448  -0.01
C -18.606 -3.499 -30.051  -0.44
C -18.315 -2.132 -29.594  -0.44
Br -19.859 -0.887 -29.686  -0.01
H -19.553 -3.781 -29.593  0.23
H -18.767 -3.638 -31.120  0.23
H -17.528 -1.664 -30.186  0.22
H -17.976 -2.186 -28.559  0.23
Br -16.705 7.115 -30.812  -0.07
C -16.798 6.583 -28.844  -0.40
C -18.042 5.695 -28.587  -0.42
Br -18.603 5.983 -26.674  -0.03
H -16.835 7.565 -28.371  0.23
H -15.877 6.077 -28.553  0.24
H -17.754 4.652 -28.715  0.22
H -18.946 5.884 -29.165  0.24
Br -12.978 -2.649 -19.769  -0.05
C -14.466 -1.625 -20.745  -0.39
C -13.758 -0.682 -21.697  -0.46
Br -15.019 0.399 -22.719  -0.01
H -15.143 -1.142 -20.039  0.23
H -14.993 -2.286 -21.433  0.22
H -13.100 -1.250 -22.355  0.23
H -13.104 -0.062 -21.084  0.22
Br -14.672 0.429 -30.402  -0.06
C -13.452 -1.198 -30.375  -0.40
C -14.164 -2.160 -29.433  -0.43
Br -12.874 -3.633 -29.037  -0.04
H -12.456 -0.908 -30.038  0.23
H -13.411 -1.591 -31.391  0.23
H -15.061 -2.641 -29.822  0.23
H -14.345 -1.672 -28.476  0.24
Br -16.437 -0.315 -27.436  -0.05
C -16.368 1.712 -27.343  -0.41
C -16.251 2.097 -25.877  -0.43
Br -15.612 3.997 -25.832  -0.03
H -17.291 2.099 -27.775  0.22
H -15.558 2.117 -27.950  0.24
H -15.469 1.473 -25.444  0.23
H -17.117 1.977 -25.227  0.23
Br -13.320 4.324 -34.223  -0.03
C -13.654 3.480 -32.406  -0.43
C -13.864 4.594 -31.352  -0.41
Br -13.948 3.749 -29.495  -0.07
H -12.857 2.835 -32.037  0.23
H -14.427 2.732 -32.578  0.23
H -14.691 5.297 -31.447  0.24
H -13.014 5.275 -31.308  0.23
Br -15.120 5.479 -21.089  -0.05
C -14.801 5.846 -23.017  -0.43
C -14.514 7.342 -23.203  -0.41
Br -14.752 7.614 -25.198  -0.04
H -15.767 5.499 -23.385  0.24
H -14.011 5.225 -23.440  0.23
H -13.561 7.639 -22.765  0.23
H -15.372 7.800 -22.711  0.23
Br -16.827 2.090 -35.031  0.00
C -17.810 2.878 -33.518  -0.45
C -18.043 1.746 -32.429  -0.42
Br -17.752 2.432 -30.554  -0.05
H -18.772 3.196 -33.919  0.23
H -17.330 3.767 -33.107  0.24
H -17.432 0.847 -32.516  0.23
H -19.030 1.307 -32.577  0.23

## Properties
Structure (SMILES): BrCCBr.BrCCBr.BrCCBr.BrCCBr.BrCCBr.BrCCBr.BrCCBr.BrCCBr
LUMO, Eh: 0.0052
2S+1: 1

---

w is preferred energetically. Next in line: 21.5 kJ/mol higher.

---

w.
2 unconnected molecules or ions with the total composition C4H9NO4. Source: the OMol25 dataset; level of theory: the ωB97M-V functional and the def2-TZVPD basis.

Each line ends with the natural charge from an NBO analysis.
Geometry (Å):
N 0.592 1.824 -0.111  -0.91
C 0.926 0.600 0.563  0.74
O 1.242 0.644 1.760  -0.60
C 0.218 -0.618 -0.024  -0.52
C -1.245 -0.775 0.416  -0.01
O -2.045 0.301 0.009  -0.72
C -1.801 -2.074 -0.117  0.43
O -2.758 -2.092 -0.854  -0.52
H 0.789 2.665 0.422  0.40
H -0.324 1.847 -0.558  0.42
H 0.257 -0.550 -1.122  0.23
H 0.798 -1.494 0.296  0.25
H -1.266 -0.853 1.519  0.21
H -2.562 0.018 -0.759  0.49
H -1.289 -3.003 0.205  0.13
O 2.872 0.816 -0.747  -0.98
H 2.163 1.737 -0.909  0.50
H 3.434 1.006 0.010  0.47

## Properties
Structure (SMILES): NC(=O)C[C@@H](O)C=O.O
LUMO, Eh: 0.0202
2S+1: 1

---

x.
3 unconnected molecules or ions with the total composition C4H9NO4. Source: the OMol25 dataset; level of theory: the ωB97M-V functional and the def2-TZVPD basis.

Each line ends with the natural charge from an NBO analysis.
Geometry (Å):
C 0.809 -0.993 0.249  -0.23
C -0.679 -0.811 -1.756  0.92
N -1.827 -0.627 -1.312  -0.88
O 0.620 -2.324 -0.158  -0.71
O 0.177 -0.930 -2.554  -0.50
H 0.970 -2.412 -1.057  0.47
H -1.797 0.106 0.163  0.50
H -2.602 -1.088 -1.772  0.43
H 1.776 -0.615 -0.093  0.15
H 0.782 -1.062 1.331  0.17
C 0.816 1.362 1.601  -0.68
C -0.102 0.872 0.516  0.65
O 0.073 1.618 -0.617  -0.73
O -1.347 0.622 0.918  -0.74
H -0.771 1.793 -1.053  0.49
H 1.850 1.351 1.264  0.23
H 0.531 2.389 1.839  0.23
H 0.719 0.749 2.492  0.23

## Properties
LUMO, Eh: 0.0088
2S+1: 1

---

w is preferred energetically. Next in line: 176.0 kJ/mol higher.

---

w.
2 unconnected molecules or ions with the total composition C4H12NO. Source: the OMol25 dataset; level of theory: the ωB97M-V functional and the def2-TZVPD basis.

Each line ends with the natural charge from an NBO analysis.
Geometry (Å):
C -1.133 1.142 0.119  -0.36
N -0.497 0.051 0.954  -0.72
C 1.033 -0.060 0.566  -0.39
C 1.159 0.721 -0.773  -0.43
C -0.067 1.862 -0.631  -0.42
H -1.685 0.551 -0.627  0.21
H -1.950 1.672 0.680  0.24
H -0.745 -0.915 0.716  0.42
H -0.551 0.159 1.939  0.30
H 1.427 -1.051 0.439  0.22
H 1.378 0.584 1.544  0.15
H 2.108 1.326 -0.822  0.23
H 0.852 0.090 -1.570  0.21
H -0.323 2.039 -1.767  0.21
H 0.324 2.758 -0.269  0.22
H -0.728 -3.726 -0.430  0.46
H 0.400 -3.010 -0.778  0.45
O -0.372 -2.853 -0.178  -1.00

## Properties
LUMO (alpha / beta), Eh: 0.0248 / 0.0149
2S+1: 2

---

x.
3 unconnected molecules or ions with the total composition C4H12NO. Source: the OMol25 dataset; level of theory: the ωB97M-V functional and the def2-TZVPD basis.

Each line ends with the natural charge from an NBO analysis.
Geometry (Å):
C -0.945 -2.307 -1.355  -0.65
C -0.219 -0.947 -1.177  -0.20
C -0.283 -0.312 -0.021  -0.20
C -0.873 -0.836 1.234  -0.65
O 0.890 1.236 1.600  -0.49
N 1.349 2.933 -0.350  -1.11
H -1.429 -2.526 -0.419  0.20
H -1.637 -2.206 -2.176  0.21
H -0.194 -3.048 -1.549  0.21
H 0.301 -0.581 -2.064  0.20
H 0.194 0.702 0.149  0.24
H -0.421 -0.223 2.075  0.22
H -1.925 -0.714 1.188  0.22
H -0.601 -1.885 1.280  0.21
H 0.629 3.761 -0.318  0.39
H 1.497 1.541 2.322  0.44
H 2.170 3.016 -0.942  0.38
H 1.497 2.397 0.524  0.36

## Properties
LUMO (alpha / beta), Eh: 0.0254 / -0.0979
2S+1: 2

---

x is preferred energetically. Next in line: 20.8 kJ/mol higher.

---

w.
A gas-phase ion, C9H10N3 (charge +1). Source: the OMol25 dataset; level of theory: the ωB97M-V functional and the def2-TZVPD basis.

Each line ends with the natural charge from an NBO analysis.
Geometry (Å):
C 1.643 0.580 -3.311  -0.67
C 1.648 -0.522 -2.330  -0.01
C 1.505 -0.369 -1.004  -0.35
C 1.562 -1.480 -0.104  0.20
N 1.502 -1.428 1.164  -0.38
C 1.008 -0.496 1.984  0.09
C -0.256 -0.071 1.782  0.04
C -1.423 0.061 1.368  -0.01
C -2.644 0.201 0.893  -0.23
N -3.705 0.930 1.638  -0.67
C 1.757 -0.065 3.112  0.22
N 2.349 0.348 3.999  -0.18
H 0.884 0.397 -4.072  0.24
H 1.464 1.545 -2.847  0.22
H 2.604 0.605 -3.827  0.25
H 1.773 -1.521 -2.732  0.21
H 1.376 0.619 -0.578  0.22
H 1.774 -2.457 -0.528  0.21
H -2.944 -0.181 -0.066  0.24
H -3.736 1.923 1.368  0.44
H -3.516 0.869 2.646  0.45
H -4.623 0.513 1.444  0.45

## Properties
Total charge: +1
Structure (SMILES): C/C=C/C=N\C(=C=C=C[NH3+])C#N
LUMO (alpha / beta), Eh: -0.1633 / -0.1633
2S+1: 1

---

x.
A gas-phase ion, C9H10N3 (charge +1). Source: the OMol25 dataset; level of theory: the ωB97M-V functional and the def2-TZVPD basis.

Each line ends with the natural charge from an NBO analysis.
Geometry (Å):
C -1.788 -1.848 -0.315  -0.17
C -2.515 -0.754 -1.106  -0.30
C -0.869 -1.608 0.584  -0.21
C 2.686 1.512 0.751  0.13
C 0.458 0.645 -1.630  0.11
C -1.906 0.026 -1.932  0.24
C -0.630 -0.271 1.206  -0.51
C 1.857 0.766 1.754  -0.55
C 0.724 0.295 0.887  0.33
N 2.183 1.390 -0.398  -0.23
N 0.960 0.764 -0.334  -0.14
N -0.672 0.272 -2.297  -0.49
H -2.246 -2.831 -0.527  0.24
H -3.486 -0.581 -0.777  0.25
H -0.507 -2.566 0.907  0.24
H 3.740 1.933 1.030  0.27
H 0.989 1.369 -2.144  0.22
H -1.478 0.365 0.776  0.26
H -0.861 -0.373 2.245  0.27
H 2.349 -0.225 2.091  0.30
H 1.600 1.425 2.628  0.29
H -0.589 0.294 -3.399  0.46

## Properties
Total charge: +1
LUMO (alpha / beta), Eh: -0.1730 / -0.1820
2S+1: 1

---

w is preferred energetically. Next in line: 210.0 kJ/mol higher.

---

w.
3 unconnected molecules or ions with the total composition C4H17N2O2. Source: the OMol25 dataset; level of theory: the ωB97M-V functional and the def2-TZVPD basis.

Each line ends with the natural charge from an NBO analysis.
Geometry (Å):
C 0.966 2.003 -0.301  -0.31
N 0.969 2.176 1.155  -0.27
C 0.294 0.528 -0.424  0.02
N -0.425 0.575 -1.791  -0.51
C -1.263 -0.674 -1.970  -0.47
C 1.272 -0.533 -0.241  -0.75
H 1.955 2.044 -0.776  0.28
H 0.444 2.845 -0.749  0.27
H 1.965 2.364 1.341  0.44
H 0.418 2.991 1.468  0.44
H -0.589 0.561 0.221  0.24
H 0.165 0.749 -2.614  0.45
H -1.083 1.352 -1.752  0.44
H -2.177 -0.370 -2.504  0.26
H -1.622 -1.041 -0.999  0.28
H -0.873 -1.466 -2.609  0.27
H 1.776 -0.624 0.744  0.29
H 2.313 -0.503 -0.647  0.29
H 0.887 -1.524 -0.522  0.32
H -0.259 -0.400 2.890  0.46
H -0.737 -1.377 3.948  0.51
O -0.806 -1.188 3.004  -0.95
H -1.190 -3.602 0.918  0.50
H -1.203 -2.216 1.540  0.50
O -1.198 -2.672 0.669  -1.00

## Properties
Total charge: +2
LUMO (alpha / beta), Eh: -0.2632 / -0.4944
2S+1: 2

---

x.
3 unconnected molecules or ions with the total composition C4H17N2O2. Source: the OMol25 dataset; level of theory: the ωB97M-V functional and the def2-TZVPD basis.

Each line ends with the natural charge from an NBO analysis.
Geometry (Å):
N 1.353 0.315 1.834  -0.28
C 1.967 -0.482 0.793  -0.31
C 1.031 -0.092 -0.457  -0.19
N -0.396 -0.094 -0.017  -0.60
C -1.367 0.407 -1.259  -0.16
C -2.798 0.504 -0.498  -0.65
H 1.658 1.298 1.767  0.45
H 1.543 0.074 2.800  0.43
H -0.772 0.418 0.922  0.46
H 2.907 -0.230 0.439  0.31
H 2.070 -1.514 1.261  0.28
H 1.134 -0.849 -1.273  0.27
H 1.245 0.822 -0.825  0.25
H -0.671 -1.108 0.124  0.48
H -1.297 -0.359 -2.006  0.24
H -0.990 1.403 -1.458  0.23
H -3.005 1.588 -0.316  0.25
H -3.522 0.199 -1.290  0.27
H -2.920 -0.100 0.337  0.22
H 1.848 3.499 0.435  0.53
H 2.799 2.498 -0.304  0.50
O 2.019 2.485 0.206  -1.01
H -1.572 -3.863 0.265  0.51
H -1.212 -3.639 -1.202  0.51
O -1.053 -3.181 -0.276  -1.00

## Properties
Total charge: +2
LUMO (alpha / beta), Eh: -0.2455 / -0.4672
2S+1: 2

---

x is preferred energetically. Next in line: 7.0 kJ/mol higher.

---

w.
C5H7ClN2 in the gas phase. Source: the OMol25 dataset; level of theory: the ωB97M-V functional and the def2-TZVPD basis.

Each line ends with the natural charge from an NBO analysis.
Geometry (Å):
H -0.785 1.567 -1.255  0.34
N -1.143 0.568 -1.040  -0.63
C -0.323 -0.196 -0.532  0.36
C -0.708 -1.514 -0.187  -0.31
C -1.978 -1.835 0.035  -0.12
Cl -3.423 -0.851 -0.070  0.02
N 1.067 0.151 -0.481  -0.41
C 1.585 0.547 0.866  -0.26
C 1.458 1.531 -0.209  -0.27
H 0.106 -2.185 0.253  0.24
H -2.316 -2.706 0.592  0.22
H 0.905 0.649 1.679  0.20
H 2.497 -0.075 1.062  0.21
H 0.731 2.367 0.015  0.20
H 2.325 1.982 -0.726  0.22

## Properties
Structure (SMILES): [H]/N=C(/C=C\Cl)N1CC1
LUMO, Eh: 0.0237
2S+1: 1

---

x.
2 unconnected molecules or ions with the total composition C5H7ClN2. Source: the OMol25 dataset; level of theory: the ωB97M-V functional and the def2-TZVPD basis.

Each line ends with the natural charge from an NBO analysis.
Geometry (Å):
C 1.072 -0.545 -0.375  -0.40
C 2.226 0.136 -0.549  -0.07
C 0.823 1.450 0.501  -0.18
C 0.202 0.292 0.365  -0.14
C -2.202 -0.387 0.543  0.10
N 2.089 1.379 -0.077  -0.51
N -2.303 -1.637 -0.085  -0.80
Cl -3.093 0.774 -0.347  0.03
H 0.974 -1.642 -0.439  0.21
H 2.963 -0.134 -1.337  0.21
H 0.606 2.333 1.183  0.21
H -2.263 -0.469 1.526  0.18
H 2.704 2.075 -0.081  0.40
H -2.276 -1.421 -1.088  0.38
H -1.523 -2.204 0.261  0.39

## Properties
LUMO (alpha / beta), Eh: 0.0100 / 0.0099
2S+1: 1

---

w is preferred energetically. Next in line: 143.7 kJ/mol higher.